No. 1
# C21H76I2NO17

18 unconnected molecules or ions with the total composition C21H76I2NO17 in a non-equilibrium geometry (ωB97M-V with the def2-TZVPD basis set, the OMol25 dataset).

Element x y z (Å)
I (-0.84, 0.66, -0.22)
I (1.32, 1.24, 4.23)
O (-1.65, -3.50, 5.33)
O (6.44, 0.64, -2.48)
O (2.89, 3.67, -1.00)
O (8.02, 1.79, -0.06)
O (0.47, -5.01, -9.00)
O (-0.73, -3.16, -6.33)
O (-7.81, 5.09, 7.19)
O (-3.08, -5.23, -0.37)
O (-3.72, 0.21, 3.82)
O (5.66, 0.55, -6.41)
O (1.60, 4.88, 5.67)
O (-6.94, -0.54, 1.33)
O (2.95, -0.32, -0.01)
O (-1.52, 0.69, -3.73)
O (2.80, 0.09, -6.66)
O (-5.83, 2.78, 4.71)
O (0.00, -4.65, 1.19)
N (-0.73, -0.51, 2.57)
C (6.65, 1.55, -6.63)
C (-0.65, -0.24, -4.38)
C (-6.98, 2.49, 5.50)
C (-4.20, -1.13, 3.65)
C (0.71, 1.42, 2.24)
C (-0.54, -3.81, -5.08)
C (-0.16, 0.56, 1.75)
C (7.15, -0.39, -3.16)
C (-2.78, -3.84, 6.16)
C (-3.26, -3.83, -0.41)
C (3.91, 0.36, -0.83)
C (1.30, 2.58, 1.53)
C (-8.11, -0.83, 2.09)
C (2.84, 5.57, 5.52)
C (1.93, 4.60, -1.50)
C (-0.78, -4.44, -9.41)
C (0.11, -5.27, 2.47)
C (2.20, -1.20, -6.65)
C (-1.04, -1.80, 1.87)
C (8.89, 2.81, 0.43)
C (-6.94, 6.22, 7.17)
H (-7.76, 3.24, 5.35)
H (0.12, -6.36, 2.39)
H (0.95, 4.24, -1.18)
H (3.75, -0.02, -6.58)
H (-0.27, -0.98, -3.66)
H (-4.45, -1.57, 4.62)
H (-3.41, -1.72, 3.19)
H (-1.04, -4.70, -10.44)
H (-8.90, -0.10, 1.91)
H (-4.15, -3.62, -1.01)
H (9.46, 3.18, -0.41)
H (2.59, -1.83, -7.46)
H (1.65, 4.04, 5.20)
H (-4.43, 0.71, 4.23)
H (3.06, 5.79, 4.47)
H (-6.62, 0.33, 1.59)
H (-0.49, -4.90, -5.19)
H (-6.48, 6.39, 8.14)
H (-7.90, -0.87, 3.16)
H (7.52, -1.15, -2.47)
H (1.13, -1.08, -6.78)
H (-1.61, -0.17, 2.97)
H (7.98, 0.01, -3.73)
H (2.75, 6.50, 6.06)
H (-0.11, -0.74, 3.36)
H (-0.77, -4.97, 3.05)
H (1.28, 2.45, 0.46)
H (-1.91, -1.68, 1.25)
H (4.33, 1.22, -0.31)
H (-3.16, -4.80, 5.83)
H (7.28, 1.68, -5.75)
H (-3.41, -3.42, 0.59)
H (-6.74, 2.46, 6.57)
H (3.76, 3.97, -1.27)
H (0.77, -4.91, 0.67)
H (-8.46, -1.81, 1.77)
H (-0.18, -2.16, 1.33)
H (7.51, 1.44, 0.68)
H (-1.39, -3.56, -4.45)
H (9.58, 2.41, 1.18)
H (7.27, 1.24, -7.46)
H (-3.57, -3.09, 6.05)
H (5.12, 0.84, -5.67)
H (2.33, 2.75, 1.83)
H (-8.51, 5.27, 7.83)
H (-7.46, 7.13, 6.86)
H (-2.48, -3.91, 7.20)
H (-1.54, -4.84, -8.74)
H (-0.77, -3.36, -9.31)
H (-2.40, -3.33, -0.87)
H (1.95, 4.65, -2.59)
H (6.19, 2.51, -6.88)
H (0.37, -3.46, -4.59)
H (3.46, 0.69, -1.76)
H (1.15, -4.67, -9.59)
H (7.05, 1.07, -1.86)
H (0.19, 0.26, -4.86)
H (-5.08, -1.15, 3.01)
H (2.22, 0.29, 0.14)
H (-2.29, -5.42, 0.14)
H (2.08, 5.60, -1.09)
H (-5.49, 3.63, 4.98)
H (8.33, 3.64, 0.87)
H (-1.32, -2.67, 5.66)
H (0.01, -3.39, -6.90)
H (6.44, -0.85, -3.84)
H (0.73, 3.48, 1.77)
H (1.00, -4.94, 3.00)
H (-6.16, 6.01, 6.44)
H (4.71, -0.34, -1.05)
H (2.37, -1.71, -5.69)
H (-1.29, -2.52, 2.64)
H (-1.02, 1.17, -3.07)
H (3.67, 5.00, 5.95)
H (-1.23, -0.76, -5.13)
H (-7.36, 1.52, 5.19)

Kohn-Sham gap in eV: 8.495
Spin multiplicity: 1
Energy in eV: -75494.1798
Highest occupied orbital energy in eV: -11.57
Charge: +1
E_LUMO in eV: -3.08

No. 2
# C22H10CeCl6N2O2

A molecular structure, C22H10CeCl6N2O2 in a non-equilibrium geometry (ωB97M-V with the def2-TZVPD basis set, the OMol25 dataset).

Element x y z (Å)
Ce (-0.06, 0.58, -0.42)
Cl (-0.20, 4.99, -6.19)
Cl (0.27, 2.02, -5.26)
Cl (-0.89, 7.16, -4.07)
Cl (-1.13, 6.39, -1.05)
Cl (1.63, -6.61, -2.56)
Cl (-0.63, 3.36, -0.23)
O (-0.03, 1.67, -2.36)
O (0.41, -0.95, -1.74)
N (0.18, -1.54, 1.01)
N (-0.45, 0.90, 2.14)
C (-0.12, -2.40, 4.69)
C (-0.11, 3.25, -4.15)
C (-0.64, 5.56, -3.59)
C (-0.86, 1.21, 4.89)
C (1.23, -4.08, -3.39)
C (-0.32, 4.57, -4.54)
C (-0.34, -0.20, 2.98)
C (0.69, -2.26, -1.93)
C (-0.02, -1.47, 2.44)
C (0.08, -2.53, 3.30)
C (1.27, -4.95, -2.31)
C (0.95, -2.74, -3.20)
C (-0.75, 2.07, 2.69)
C (-0.54, -0.06, 4.37)
C (-0.75, 5.22, -2.23)
C (-0.96, 2.28, 4.05)
C (0.47, -2.71, 0.52)
C (-0.43, -1.18, 5.22)
C (1.01, -4.48, -1.04)
C (-0.22, 2.90, -2.80)
C (0.72, -3.12, -0.83)
C (-0.53, 3.91, -1.89)
H (-0.59, -1.06, 6.28)
H (1.44, -4.46, -4.38)
H (0.92, -2.04, -4.03)
H (0.32, -3.52, 2.96)
H (-0.03, -3.27, 5.32)
H (0.54, -3.55, 1.21)
H (-1.20, 3.27, 4.41)
H (-0.84, 2.92, 2.04)
H (-1.02, 1.32, 5.96)
H (1.04, -5.15, -0.19)

Kohn-Sham gap (alpha / beta) in eV: 4.671 / 4.629
Spin multiplicity: 1
Energy in eV: -118100.9160
Highest occupied orbital energy (alpha / beta) in eV: -13.88 / -13.88
Energy relative to the best compared isomer or geometry (same formula, charge and spin) in kcal per mole: 17.2
Charge: +2
E_LUMO (alpha / beta) in eV: -9.21 / -9.25